Record 1
{"formula": "C2H4O2", "method": "ωB97M-V with the def2-TZVPD basis set", "species": ["O", "C", "C", "O", "H", "H", "H", "H"], "xyz": [[-0.48, -1.34, 0.96], [-0.77, -0.56, 0.08], [0.21, 0.53, -0.33], [1.45, 0.32, 0.26], [-1.74, -0.61, -0.45], [-0.24, 1.49, -0.03], [0.29, 0.55, -1.43], [1.31, -0.38, 0.92]], "homo_lumo_gap_ev": 11.49, "homo_energy_ha": -0.389, "smiles": "O=CCO", "lumo_energy_ev": 0.92, "charge": 0}


Record 2
{"formula": "C40H62BN5OPdS2Si4Te2", "method": "ωB97M-V with the def2-TZVPD basis set", "species": ["Pd", "C", "N", "C", "C", "N", "B", "N", "C", "C", "N", "C", "C", "S", "C", "S", "H", "H", "H", "H", "H", "H", "H", "H", "H", "H", "H", "H", "C", "Si", "C", "C", "Si", "Te", "Si", "C", "C", "C", "Si", "C", "C", "C", "H", "H", "H", "H", "H", "H", "H", "H", "H", "H", "H", "H", "H", "H", "H", "H", "H", "H", "H", "H", "H", "H", "H", "H", "H", "H", "H", "C", "C", "C", "C", "C", "C", "Te", "N", "C", "O", "C", "C", "C", "C", "C", "C", "C", "C", "C", "C", "C", "C", "C", "C", "C", "C", "H", "H", "H", "H", "H", "H", "H", "H", "H", "H", "H", "H", "H", "H", "H", "H", "H", "H", "H", "H", "H", "H", "H"], "xyz": [[-1.84, -0.29, -1.61], [2.35, 0.88, -3.36], [2.10, 0.67, -1.94], [2.77, 1.27, -0.90], [2.17, 0.85, 0.24], [1.13, 0.02, -0.10], [0.13, -0.62, 0.95], [-0.84, 0.50, 1.49], [-0.44, 1.49, 2.36], [-1.49, 2.28, 2.63], [-2.56, 1.76, 1.93], [-3.90, 2.32, 1.89], [-2.14, 0.67, 1.26], [-3.26, -0.32, 0.36], [1.12, -0.10, -1.44], [0.13, -1.13, -2.43], [3.24, 1.50, -3.45], [1.50, 1.39, -3.81], [2.52, -0.06, -3.86], [3.62, 1.91, -1.06], [2.40, 1.07, 1.26], [-0.52, -1.46, 0.40], [0.78, -1.01, 1.88], [0.58, 1.55, 2.71], [-1.59, 3.17, 3.23], [-3.92, 3.19, 2.55], [-4.62, 1.58, 2.25], [-4.15, 2.61, 0.87], [1.54, -4.09, -0.16], [-0.14, -4.79, 0.29], [-0.91, -4.02, 1.81], [0.06, -6.64, 0.62], [-1.60, -4.68, -1.57], [-2.97, -2.53, -1.75], [-3.48, -6.07, -1.10], [-3.97, -5.81, 0.69], [-4.96, -5.66, -2.19], [-3.03, -7.87, -1.40], [-0.71, -5.31, -3.65], [0.48, -4.12, -4.47], [0.23, -6.89, -3.24], [-2.11, -5.68, -4.83], [2.20, -4.15, 0.71], [1.47, -3.05, -0.48], [1.99, -4.67, -0.96], [-0.13, -3.87, 2.57], [-1.67, -4.68, 2.23], [-1.37, -3.05, 1.61], [0.76, -6.77, 1.45], [0.44, -7.19, -0.24], [-0.89, -7.09, 0.92], [-3.95, -4.75, 0.97], [-3.29, -6.34, 1.36], [-4.98, -6.18, 0.87], [-5.26, -4.61, -2.13], [-5.81, -6.27, -1.87], [-4.76, -5.89, -3.24], [-2.14, -8.17, -0.85], [-2.86, -8.07, -2.46], [-3.86, -8.51, -1.07], [1.39, -3.99, -3.88], [0.05, -3.13, -4.64], [0.76, -4.54, -5.44], [1.05, -6.69, -2.56], [0.65, -7.30, -4.16], [-0.41, -7.65, -2.80], [-2.67, -4.77, -5.09], [-2.82, -6.40, -4.42], [-1.72, -6.10, -5.76], [-9.56, 4.86, -2.19], [-8.27, 4.10, -2.31], [-8.17, 2.78, -1.89], [-6.98, 2.07, -1.98], [-6.97, 0.65, -1.49], [-5.86, 2.72, -2.53], [-4.13, 1.51, -2.57], [-3.20, 2.81, -1.42], [-1.92, 2.63, -1.18], [-1.12, 1.69, -1.53], [-1.27, 3.75, -0.39], [-1.99, 4.86, 0.03], [-1.37, 5.84, 0.80], [-0.02, 5.72, 1.12], [0.70, 4.62, 0.68], [0.08, 3.63, -0.07], [-3.14, 1.94, -4.39], [-2.09, 2.84, -4.41], [-1.32, 2.97, -5.55], [-1.61, 2.18, -6.66], [-2.65, 1.27, -6.62], [-3.43, 1.12, -5.48], [-4.55, 0.11, -5.45], [-5.92, 4.06, -2.94], [-4.74, 4.81, -3.48], [-7.13, 4.72, -2.82], [-10.39, 4.20, -1.93], [-9.81, 5.36, -3.13], [-9.49, 5.63, -1.43], [-9.04, 2.29, -1.48], [-7.81, 0.49, -0.82], [-6.07, 0.39, -0.93], [-7.07, -0.06, -2.31], [-3.03, 4.95, -0.23], [-1.93, 6.70, 1.13], [0.47, 6.49, 1.71], [1.75, 4.53, 0.93], [0.62, 2.76, -0.40], [-1.86, 3.44, -3.53], [-0.51, 3.68, -5.58], [-1.01, 2.27, -7.56], [-2.86, 0.66, -7.49], [-4.79, -0.22, -6.46], [-5.46, 0.52, -5.02], [-4.26, -0.77, -4.87], [-3.91, 4.76, -2.78], [-5.00, 5.85, -3.64], [-4.41, 4.40, -4.44], [-7.19, 5.75, -3.14]], "s2": 0.758, "homo_lumo_gap_ev": [7.00, 5.69], "homo_energy_ha": [-0.373, -0.374], "multiplicity": 2, "lumo_energy_ev": [-3.14, -4.49], "charge": 1}


Record 3
{"formula": "C20H55N5O5", "method": "ωB97M-V with the def2-TZVPD basis set", "species": ["C", "O", "C", "C", "C", "N", "H", "H", "H", "H", "H", "H", "H", "H", "H", "H", "H", "C", "O", "C", "C", "C", "N", "H", "H", "H", "H", "H", "H", "H", "H", "H", "H", "H", "C", "O", "C", "C", "C", "N", "H", "H", "H", "H", "H", "H", "H", "H", "H", "H", "H", "C", "O", "C", "C", "C", "N", "H", "H", "H", "H", "H", "H", "H", "H", "H", "H", "H", "C", "O", "C", "C", "C", "N", "H", "H", "H", "H", "H", "H", "H", "H", "H", "H", "H"], "xyz": [[2.24, -2.76, 3.11], [2.82, -1.50, 3.04], [3.18, -0.93, 4.27], [3.64, 0.54, 3.92], [4.03, 1.29, 5.29], [2.58, 1.28, 3.32], [1.27, -2.56, 3.58], [2.69, -3.46, 3.81], [2.14, -3.23, 2.14], [2.30, -1.00, 4.91], [3.99, -1.36, 4.87], [4.53, 0.56, 3.28], [4.30, 2.35, 5.25], [4.89, 0.91, 5.84], [3.23, 1.24, 6.03], [1.84, 0.67, 3.00], [2.11, 1.95, 3.90], [0.96, -1.49, -7.65], [0.64, -2.67, -6.97], [1.61, -3.08, -6.01], [1.11, -4.39, -5.47], [2.08, -5.03, -4.46], [0.99, -5.35, -6.53], [1.79, -1.65, -8.34], [1.28, -0.74, -6.93], [0.10, -1.15, -8.23], [2.62, -3.15, -6.42], [1.74, -2.27, -5.28], [0.11, -4.29, -5.06], [3.04, -4.98, -4.98], [1.89, -6.07, -4.22], [2.27, -4.52, -3.51], [0.48, -6.15, -6.18], [0.34, -4.88, -7.14], [-3.21, -1.40, -3.68], [-3.06, -0.08, -3.20], [-1.69, 0.38, -3.00], [-0.90, -0.17, -1.81], [-1.48, 0.07, -0.49], [0.45, 0.25, -1.94], [-4.29, -1.54, -3.66], [-2.66, -2.00, -2.95], [-2.71, -1.59, -4.63], [-1.16, 0.32, -3.96], [-1.66, 1.45, -2.81], [-0.91, -1.25, -1.97], [-0.84, -0.34, 0.28], [-2.44, -0.45, -0.45], [-1.65, 1.10, -0.18], [0.46, 1.24, -1.73], [1.02, -0.22, -1.25], [-8.50, -0.42, 8.39], [-8.05, -1.19, 7.31], [-7.10, -0.55, 6.48], [-6.38, -1.74, 5.64], [-5.18, -1.14, 4.82], [-7.20, -2.22, 4.59], [-7.70, 0.20, 8.80], [-9.02, -0.88, 9.23], [-9.24, 0.30, 8.04], [-7.62, 0.15, 5.83], [-6.29, -0.13, 7.08], [-6.06, -2.58, 6.25], [-4.61, -1.91, 4.31], [-4.49, -0.68, 5.53], [-5.48, -0.43, 4.05], [-8.06, -2.42, 5.09], [-7.28, -1.43, 3.97], [1.42, 5.53, -2.04], [2.68, 4.86, -2.41], [3.81, 5.21, -1.58], [5.14, 4.62, -2.12], [6.34, 5.26, -1.40], [5.27, 4.91, -3.55], [0.60, 5.24, -2.69], [1.46, 6.61, -2.10], [1.25, 5.49, -0.96], [3.93, 6.28, -1.45], [3.61, 4.92, -0.54], [5.10, 3.53, -2.07], [7.18, 4.72, -1.84], [6.41, 5.18, -0.32], [6.35, 6.34, -1.57], [5.22, 5.91, -3.65], [4.38, 4.56, -3.89]], "homo_lumo_gap_ev": 9.59, "homo_energy_ha": -0.336, "smiles": "COC[C@H](C)N.COC[C@H](C)N.COC[C@H](C)N.COC[C@H](C)N.COC[C@H](C)N", "lumo_energy_ev": 0.44, "charge": 0}


Record 4
{"formula": "C5H7NO", "method": "ωB97M-V with the def2-TZVPD basis set", "species": ["C", "C", "C", "C", "C", "O", "N", "H", "H", "H", "H", "H", "H", "H"], "xyz": [[-0.87, 0.04, 0.51], [0.82, -2.05, 0.25], [-0.22, 1.18, -0.26], [0.43, -0.64, 0.25], [-0.69, 2.27, -0.86], [1.37, 0.95, 0.69], [0.96, 0.32, -0.62], [-1.17, 0.23, 1.54], [-1.68, -0.45, -0.04], [-0.03, -2.73, 0.22], [1.39, -2.25, 1.17], [1.50, -2.28, -0.58], [-1.75, 2.51, -0.79], [-0.06, 2.89, -1.49]], "homo_lumo_gap_ev": 7.70, "homo_energy_ha": -0.291, "lumo_energy_ev": -0.22, "charge": 0}


Here are the calculated energy above the lowest of the compared OMol25 structures with the same formula, charge and spin numbers, same order: 1.226, 0.000, 3.061, 6.789 (eV).